C26H24Cl5NOP2Yb as an isolated structure at a distorted geometry, computed with ωB97M-V/def2-TZVPD.

Calculated values
strongest force on any atom	8.3	eV Å⁻¹
spin multiplicity	2
frontier orbital gap (alpha / beta)	2.74 / 2.62	eV
LUMO (alpha / beta)	-4.22 / -4.45	eV
net charge	+1
<S²>	1.051
ΔE to the lowest compared entry with this formula, charge and spin	327.52	kcal/mol
electronic energy	-143589.915	eV

XYZ file:
```
60
Properties=species:S:1:pos:R:3:forces:R:3:lowdin_charge:R:1
C -1.26617 -3.21139 0.95400 -0.90 -0.69 0.57 -0.06
C -0.88066 -2.33022 -0.03838 0.59 0.87 -1.19 -0.29
C -1.71261 -1.19303 -0.26357 -0.99 0.58 -0.28 -0.29
C -3.02933 -1.15007 0.19044 -0.11 -0.41 0.29 -0.12
C -3.41662 -2.07765 1.14076 -0.36 0.10 -0.35 -0.02
C -2.52676 -3.06582 1.56625 0.82 0.07 -0.37 -0.07
C -3.93021 0.08530 -0.30480 6.50 -2.50 -4.55 -0.25
C -3.20125 0.84472 -1.50009 -2.02 -0.01 0.62 -0.10
C -1.83495 0.75865 -1.60259 1.30 -0.17 -0.39 -0.19
C -1.14736 1.37941 -2.68217 -0.66 -0.36 0.59 -0.19
C -1.88135 2.16740 -3.56149 0.32 0.16 -0.31 -0.04
C -3.25056 2.31626 -3.41041 -0.89 -0.22 0.45 -0.06
C -3.92737 1.62281 -2.38643 0.19 0.70 -0.47 -0.01
H -0.62741 -4.05224 1.23280 -0.17 0.22 -0.09 0.13
H -4.40839 -1.99838 1.54717 -0.31 -0.22 0.27 0.12
H -2.80304 -3.73468 2.36031 -0.11 -0.16 0.13 0.11
H -4.61165 -0.63026 -0.93121 0.21 -2.43 -2.21 0.20
H -1.37098 2.65657 -4.40558 -0.27 -0.21 0.46 0.13
H -3.81068 2.96344 -4.08853 0.18 -0.28 0.22 0.11
H -5.00395 1.73194 -2.24448 0.25 -0.01 -0.23 0.13
N -1.12666 0.02121 -0.65503 -1.65 -0.38 -4.77 -0.15
Yb 0.13796 -0.18947 0.86115 3.48 0.05 4.76 1.00
C 0.33150 -2.56505 -0.98616 -0.02 -1.44 0.10 -0.26
H -0.02121 -2.66570 -2.03452 0.06 0.03 0.58 0.11
H 0.78965 -3.53106 -0.69316 -0.46 0.10 -0.11 0.10
C 0.30985 1.11422 -2.98804 0.55 -0.18 0.05 -0.24
H 0.43611 0.24224 -3.66363 -0.15 0.33 0.16 0.11
H 0.73241 1.99753 -3.49935 -0.11 -0.38 -0.02 0.10
P 1.79385 -1.43307 -1.14746 -1.31 -2.07 -0.38 0.74
P 1.44801 0.83761 -1.58131 -0.75 2.42 1.34 0.75
C 0.96309 2.03584 -0.29899 0.02 1.74 -0.23 -0.27
H 1.70782 2.09764 0.50670 -0.12 -0.01 -0.32 -0.01
H 0.90426 3.00673 -0.81095 -0.07 0.26 0.44 0.08
H -0.04137 1.86475 0.13257 0.32 0.46 -0.52 0.03
C 3.08515 1.41414 -2.08341 0.08 0.26 -0.26 -0.22
H 2.96811 2.42690 -2.49428 0.24 -0.17 0.00 0.07
H 3.74805 1.45766 -1.20856 -0.19 -0.04 -0.21 0.05
H 3.52319 0.76204 -2.84868 -0.08 0.23 0.13 0.05
C 2.61419 -1.56498 0.46944 0.51 -0.11 0.01 -0.23
H 3.27261 -2.44035 0.38438 -0.08 0.16 0.15 0.08
H 3.22637 -0.68561 0.70455 -0.09 -0.11 -0.01 0.01
H 1.95425 -1.75856 1.33497 0.16 0.03 -0.36 0.05
C 2.93916 -2.08124 -2.36497 0.48 -0.87 -0.15 -0.23
H 3.78996 -1.40682 -2.51646 -0.22 -0.10 0.17 0.05
H 3.32460 -3.04534 -2.01061 0.16 0.02 -0.21 0.06
H 2.44588 -2.23562 -3.33215 -0.01 0.10 0.28 0.07
C -3.58103 0.95274 0.91573 0.84 3.99 6.44 -0.07
O -2.79302 1.57558 1.50934 0.74 -0.76 -1.59 0.16
H -4.86954 0.22144 -0.08982 -5.70 1.45 1.17 0.09
Cl 3.79331 1.67068 1.88678 0.48 0.22 -0.21 0.68
C 2.70015 1.26661 3.16619 -0.76 -0.16 2.26 -0.72
C 1.52908 0.61300 2.88043 -0.61 -0.47 -1.90 -0.28
C 0.65390 0.22810 3.85481 1.51 1.04 1.60 -0.68
Cl -0.81587 -0.64669 3.37905 -0.28 -0.12 0.46 0.69
C 0.91793 0.51797 5.21766 0.23 0.01 -0.84 -0.70
Cl -0.18359 0.02823 6.42646 -0.11 -0.02 0.31 0.70
C 2.11111 1.21299 5.54436 -0.43 -0.34 -1.21 -0.70
Cl 2.46246 1.59372 7.16913 0.02 0.02 0.17 0.71
C 3.00847 1.58988 4.51336 -0.57 -0.43 -0.68 -0.71
Cl 4.45115 2.41740 4.87846 0.31 0.19 0.23 0.71
```
Positions in Å, forces in eV/Å.

***

C26H24ClFeN3O2 as an isolated structure, computed with ωB97M-V/def2-TZVPD.

Calculated values
strongest force on any atom	0.5	eV Å⁻¹
spin multiplicity	5
frontier orbital gap (alpha / beta)	5.83 / 6.30	eV
LUMO (alpha / beta)	-0.46 / -0.60	eV
net charge	0
<S²>	6.016
electronic energy	-82828.541	eV

XYZ file:
```
57
Properties=species:S:1:pos:R:3:forces:R:3:lowdin_charge:R:1
Fe 0.37492 0.45397 0.09264 0.09 -0.19 0.19 0.82
C 1.88741 0.91333 -3.16483 -0.02 0.04 -0.03 -0.01
C 2.35588 -0.36234 -2.54137 0.03 -0.09 0.03 -0.28
C 3.17724 -1.21762 -3.28117 -0.01 -0.01 0.01 -0.02
C 3.65565 -2.37550 -2.71235 0.01 0.00 0.00 -0.05
C 3.31098 -2.66244 -1.40068 -0.02 0.02 0.01 -0.01
C 2.48838 -1.77859 -0.72735 -0.04 0.02 0.06 -0.20
N 2.00700 -0.65137 -1.28269 -0.01 0.00 -0.09 0.13
C 2.11176 -2.00971 0.69175 0.02 0.06 0.02 -0.21
C 2.16882 -3.24960 1.31305 0.00 0.04 0.06 0.00
C 1.76636 -3.34027 2.63669 0.00 0.03 -0.02 -0.03
C 1.31788 -2.20901 3.29869 0.04 -0.02 -0.06 0.01
C 1.28446 -1.00788 2.60291 0.03 0.00 -0.01 -0.20
N 1.68162 -0.92779 1.33502 -0.17 0.00 -0.08 0.09
C 0.77325 0.26763 3.17105 0.01 -0.05 -0.09 -0.20
C 0.58953 0.45338 4.52907 0.01 -0.01 -0.04 -0.01
C 0.12137 1.68326 4.96168 -0.01 0.03 0.03 -0.04
C -0.12255 2.67363 4.03366 0.01 -0.02 -0.01 -0.01
C 0.09327 2.42384 2.67790 0.05 -0.11 0.13 -0.29
C -0.13642 3.47978 1.65501 0.03 0.05 -0.07 -0.03
N 0.52169 1.22341 2.26628 -0.10 0.15 -0.01 0.12
H 2.73851 1.58197 -3.30944 0.01 0.01 0.00 0.09
H 1.45581 0.71685 -4.14704 0.01 -0.01 -0.01 0.09
H 1.14562 1.40669 -2.54677 0.01 -0.01 0.01 0.04
H 3.43210 -0.94955 -4.29721 0.00 0.01 -0.02 0.12
H 4.29898 -3.04283 -3.27007 0.00 0.00 -0.01 0.11
H 3.69265 -3.54368 -0.90654 0.01 0.00 -0.01 0.11
H 2.48798 -4.12770 0.77139 -0.01 -0.01 0.02 0.11
H 1.77978 -4.29547 3.14352 0.00 -0.01 0.01 0.11
H 0.97240 -2.26822 4.31976 -0.01 -0.02 0.00 0.11
H 0.82093 -0.33104 5.23392 0.00 0.00 0.01 0.11
H -0.03449 1.86767 6.01634 -0.01 0.00 0.01 0.11
H -0.47359 3.64807 4.34125 -0.01 0.02 0.00 0.12
H -0.23921 4.45765 2.12159 0.00 0.00 0.00 0.09
H 0.68279 3.50838 0.93784 -0.01 0.00 -0.02 0.09
H -1.03307 3.27942 1.07170 -0.07 -0.03 -0.06 0.06
C -1.82820 2.08295 -2.96199 0.07 0.01 -0.04 0.00
C -1.11349 2.58580 -1.72184 -0.37 -0.21 0.27 -0.66
O -1.30155 3.71878 -1.31634 0.14 0.07 -0.02 0.03
O -0.33161 1.71616 -1.14571 0.15 0.17 -0.08 -0.21
H -1.41283 2.59637 -3.83034 0.01 -0.01 -0.05 0.08
H -2.88227 2.34559 -2.89962 0.00 0.02 0.02 0.08
H -1.72693 1.00664 -3.08123 0.01 -0.01 0.01 0.07
Cl -3.17988 1.04397 1.36139 0.03 0.04 -0.01 0.69
C -3.28866 0.10792 -0.11549 0.00 -0.02 -0.01 -0.60
C -4.36917 0.34198 -0.94639 -0.02 0.05 -0.05 -0.13
C -4.49389 -0.36297 -2.13304 0.03 -0.01 0.02 -0.12
C -3.52119 -1.30190 -2.45845 -0.03 -0.01 0.02 -0.11
C -2.45595 -1.53097 -1.60787 0.00 0.01 -0.01 -0.07
C -2.29277 -0.83643 -0.39688 -0.05 0.01 0.01 -0.36
C -1.13858 -1.05167 0.46779 0.29 0.23 0.02 -0.19
H -5.10244 1.08450 -0.66099 0.00 0.00 0.00 0.10
H -5.33351 -0.18011 -2.78940 -0.01 0.00 -0.01 0.10
H -3.60065 -1.86519 -3.38002 0.00 -0.01 -0.01 0.10
H -1.70972 -2.27344 -1.86895 0.01 -0.01 -0.01 0.11
H -0.69990 -2.04162 0.33137 -0.06 -0.08 -0.04 0.04
H -1.37248 -0.87470 1.51880 -0.05 -0.15 0.03 0.01
```
Positions in Å, forces in eV/Å.

***

C26H24F5NOP2Pr as an isolated structure at a distorted geometry, computed with ωB97M-V/def2-TZVPD.

Calculated values
strongest force on any atom	5.7	eV Å⁻¹
spin multiplicity	3
frontier orbital gap (alpha / beta)	6.93 / 6.96	eV
LUMO (alpha / beta)	-3.23 / -3.19	eV
net charge	+1
<S²>	2.004
ΔE to the lowest compared entry with this formula, charge and spin	34.45	kcal/mol
electronic energy	-77115.712	eV

XYZ file:
```
60
Properties=species:S:1:pos:R:3:forces:R:3:lowdin_charge:R:1
C -1.39923 3.33625 -3.56496 0.13 0.97 -0.47 -0.05
C -1.28718 2.04206 -3.10158 0.53 -0.32 0.88 -0.21
C 0.05500 1.52413 -2.89552 -1.24 -0.98 -0.25 -0.22
C 1.15572 2.26485 -3.25609 0.26 0.37 0.23 -0.16
C 0.99898 3.52768 -3.79968 0.32 1.08 0.14 -0.02
C -0.24623 4.12226 -3.85672 -1.22 -0.59 -0.67 -0.05
C 2.48533 1.62658 -3.02184 0.91 0.88 0.27 -0.13
C 2.45648 0.20090 -3.49257 0.05 -1.38 0.90 -0.15
C 1.33086 -0.51663 -3.09249 0.39 -1.21 0.92 -0.18
C 1.35207 -1.98392 -3.07174 -1.26 1.40 -0.35 -0.21
C 2.51343 -2.63318 -3.42490 1.09 0.21 -0.60 -0.05
C 3.66651 -1.89678 -3.82590 -0.27 0.42 -0.33 -0.06
C 3.57907 -0.50907 -3.96541 0.11 0.29 0.61 -0.03
H -2.40982 3.72972 -3.81900 0.88 -0.17 0.47 0.13
H 1.87873 4.08017 -4.14289 -0.25 -0.13 0.21 0.13
H -0.39995 5.12982 -4.26218 0.25 -0.48 0.22 0.11
H 3.24497 2.12000 -3.64099 0.04 0.32 0.36 0.14
H 2.56329 -3.72987 -3.51270 -0.13 0.56 0.40 0.12
H 4.63133 -2.38903 -4.01724 -0.73 0.10 -0.17 0.11
H 4.38515 0.13008 -4.34263 0.15 -0.62 0.22 0.12
N 0.29280 0.18806 -2.49302 -1.67 -0.69 0.45 -0.13
Pr -0.21532 0.13542 -0.21101 2.19 1.18 -0.20 1.07
C -2.55383 1.25207 -2.73711 0.28 0.05 -0.17 -0.27
H -2.43070 0.24657 -3.13978 -0.24 -0.17 -0.04 0.08
H -3.48144 1.71110 -3.14667 0.71 -0.21 0.10 0.11
C 0.07137 -2.76077 -2.70435 0.30 0.29 -0.37 -0.28
H -0.82834 -2.36315 -3.21088 0.54 -0.13 -0.15 0.09
H 0.21763 -3.83125 -2.96978 -0.26 0.63 0.22 0.10
P -2.73954 1.08498 -0.89601 -0.76 0.17 -0.84 0.82
P -0.29964 -2.58788 -0.90898 0.25 -1.85 -0.63 0.82
C 1.13079 -3.54888 -0.30091 0.25 0.10 0.77 -0.23
H 1.08058 -3.70062 0.78549 -0.04 -0.02 -0.30 0.04
H 1.25202 -4.51445 -0.80830 -0.22 0.23 0.07 0.07
H 2.03150 -2.95142 -0.50178 -0.18 -0.16 -0.01 0.05
C -1.80656 -3.61961 -0.65812 -0.37 0.12 0.18 -0.23
H -1.69424 -4.66561 -0.99520 0.09 0.51 0.10 0.07
H -2.09778 -3.61373 0.40864 0.26 -0.05 -0.47 0.04
H -2.64592 -3.15546 -1.21402 0.44 -0.26 0.15 0.04
C -3.02309 2.82590 -0.41500 0.21 0.07 0.71 -0.22
H -4.00681 3.17448 -0.76603 0.42 0.08 0.17 0.06
H -2.92599 2.91948 0.69173 -0.33 0.00 -0.74 0.05
H -2.18622 3.42872 -0.84956 -0.79 -0.47 0.15 0.06
C -4.20542 -0.02265 -0.60343 0.35 0.35 0.13 -0.22
H -4.24943 -0.22105 0.48761 -0.18 0.18 -0.61 0.05
H -5.13104 0.46594 -0.96596 0.40 -0.53 0.21 0.06
H -4.00498 -1.00042 -1.10526 -0.27 0.84 0.21 0.05
C 3.06764 1.72149 -1.40241 -4.45 -2.17 -2.77 0.02
O 2.24557 1.47973 -0.48157 3.53 1.00 -1.88 -0.03
H 4.15890 1.77542 -1.66211 -0.23 0.13 2.31 0.15
F -0.70734 -3.14270 2.49158 -0.14 -0.24 -0.27 0.08
C -1.19301 -1.91805 2.74881 -0.87 -0.01 1.19 -0.25
C -0.79983 -0.83409 2.04716 1.49 1.10 -1.38 -0.14
C -1.18667 0.41023 2.46925 -0.47 -0.84 0.90 -0.25
F -0.64292 1.56789 1.84095 -0.46 -0.60 0.20 -0.06
C -2.06352 0.58430 3.52735 0.20 1.55 -0.66 -0.13
F -2.45141 1.83906 3.82636 -0.11 -0.60 0.35 0.11
C -2.54379 -0.53341 4.17990 -0.58 0.32 0.33 -0.12
F -3.46624 -0.39917 5.14469 0.55 -0.11 -0.39 0.14
C -2.09678 -1.78922 3.80104 0.11 -0.47 -0.08 -0.13
F -2.56921 -2.85266 4.44010 0.04 -0.05 0.08 0.14
```
Positions in Å, forces in eV/Å.

***

Question: Look up the <S²> of the first one.
Answer: 1.051

***

Question: Among the records above, which one has the lowest strongest force on any atom?
Answer: C26H24ClFeN3O2

***

Question: strongest force on any atom of number 1 (C26H24Cl5NOP2Yb)?
Answer: 8.3 eV Å⁻¹

***

Question: Which value of <S²> does entry 2 give?
Answer: 6.016